Computed, not measured: 2 unconnected molecules or ions with the total composition CH7N2O, with ωB97M-V with the def2-TZVPD basis set.

The multiplicity is 1. The calculation puts the LUMO energy at 0.1799 hartree. Its HOMO energy is -2.73 eV. For the maximum force, the calculation gives 0.232 eV Å⁻¹. Its net charge is -1. The energy above the lowest of the compared OMol25 structures with the same formula, charge and spin is 0.000 eV. As for the molecular weight: 63.1 g/mol.

Geometry (Å):
N (1.08, 1.75, -0.05)
C (0.04, 1.22, 0.90)
O (-0.24, -0.08, 0.78)
H (1.86, 1.11, 0.06)
H (0.73, 1.54, -0.99)
H (0.45, 1.48, 1.90)
H (-0.83, 1.89, 0.72)
N (-0.70, -2.18, -1.10)
H (-1.70, -2.29, -0.99)
H (-0.42, -1.41, -0.47)
H (-0.27, -3.03, -0.76)

Computed, not measured: 2 unconnected molecules or ions with the total composition CH7N2O at a distorted geometry, with ωB97M-V with the def2-TZVPD basis set.

The multiplicity is 2. The calculation puts the LUMO energy (alpha / beta) at 0.2831 / 0.2951 hartree. Its HOMO energy (alpha / beta) is 5.34 / 1.66 eV. For the maximum force, the calculation gives 1.591 eV Å⁻¹. Its net charge is -2. The energy above the lowest of the compared OMol25 structures with the same formula, charge and spin is 1.907 eV. As for the molecular weight: 63.1 g/mol.

Geometry (Å):
O (1.50, -1.69, 1.35)
H (1.26, -1.41, 2.23)
N (-0.58, -0.10, 0.66)
C (-0.89, 0.76, -0.47)
N (0.16, 0.99, -1.50)
H (-0.96, -1.04, 0.53)
H (1.02, -1.00, 0.81)
H (-1.79, 0.51, -1.03)
H (-1.24, 1.68, 0.02)
H (1.01, 1.28, -0.99)
H (0.51, 0.03, -1.63)

Computed, not measured: CH7N2O2P in the gas phase at a distorted geometry, with ωB97M-V with the def2-TZVPD basis set.

The multiplicity is 1. The calculation puts the LUMO energy at 0.0219 hartree. Its HOMO energy is -8.91 eV. Its SMILES is CN=P(N)(O)O. For the maximum force, the calculation gives 4.727 eV Å⁻¹. Its net charge is 0. The energy above the lowest of the compared OMol25 structures with the same formula, charge and spin is 0.679 eV. As for the molecular weight: 110.1 g/mol.

Geometry (Å):
C (1.79, 0.46, 0.29)
N (0.60, -0.15, 0.82)
P (-0.78, 0.12, 0.12)
N (-2.01, -0.83, 0.83)
O (-1.57, 1.48, -0.19)
O (-0.80, -0.39, -1.45)
H (1.49, 1.18, -0.49)
H (2.48, 1.00, 0.99)
H (2.38, -0.28, -0.19)
H (-2.54, -0.21, 1.32)
H (-1.68, -1.45, 1.57)
H (-2.30, 1.44, -0.76)
H (-0.50, -1.23, -1.48)

Computed, not measured: CH7N2O2P in the gas phase at a distorted geometry, with ωB97M-V with the def2-TZVPD basis set.

The multiplicity is 1. The calculation puts the LUMO energy at 0.0183 hartree. Its HOMO energy is -8.94 eV. Its SMILES is CN=P(N)(O)O. For the maximum force, the calculation gives 5.730 eV Å⁻¹. Its net charge is 0. The energy above the lowest of the compared OMol25 structures with the same formula, charge and spin is 1.499 eV. As for the molecular weight: 110.1 g/mol.

Geometry (Å):
C (0.28, 1.21, -1.69)
N (0.37, -0.23, -1.19)
P (-0.02, -0.57, 0.31)
N (-1.42, -0.74, 1.49)
O (0.59, -2.08, 0.51)
O (0.79, 0.38, 1.37)
H (0.87, 1.27, -2.51)
H (-0.81, 1.48, -2.05)
H (0.44, 1.83, -0.88)
H (-1.09, -0.43, 2.41)
H (-2.44, -0.34, 1.32)
H (0.67, -2.40, -0.41)
H (1.76, 0.62, 1.32)

Computed, not measured: 2 unconnected molecules or ions with the total composition CH7N2S at a distorted geometry, with ωB97M-V with the def2-TZVPD basis set.

The multiplicity is 2. The calculation puts the LUMO energy (alpha / beta) at 0.0323 / 0.0308 hartree. Its HOMO energy (alpha / beta) is -4.15 / -9.18 eV. For the maximum force, the calculation gives 4.134 eV Å⁻¹. Its net charge is 0. The energy above the lowest of the compared OMol25 structures with the same formula, charge and spin is 0.546 eV. As for the molecular weight: 79.1 g/mol.

Geometry (Å):
S (0.54, 2.03, 1.72)
H (0.75, 2.44, 2.94)
H (-0.48, 1.18, 1.99)
N (0.17, -1.51, -0.01)
C (-0.37, -0.96, -1.11)
N (-0.02, 0.24, -1.52)
H (1.02, -1.18, 0.44)
H (-0.23, -2.36, 0.31)
H (-1.27, -1.40, -1.55)
H (-0.55, 0.60, -2.32)
H (0.46, 0.90, -0.90)

Computed, not measured: 2 unconnected molecules or ions with the total composition CH7N2S2 at a distorted geometry, with ωB97M-V with the def2-TZVPD basis set.

The multiplicity is 1. The calculation puts the LUMO energy at -0.1442 hartree. Its HOMO energy is -13.38 eV. For the maximum force, the calculation gives 2.320 eV Å⁻¹. Its net charge is +1. The energy above the lowest of the compared OMol25 structures with the same formula, charge and spin is 0.291 eV. As for the molecular weight: 111.2 g/mol.

Geometry (Å):
N (-2.19, 1.17, 0.73)
C (-2.14, 1.21, -0.59)
N (-0.97, 1.10, -1.24)
H (-1.32, 0.96, 1.24)
H (-3.05, 1.19, 1.25)
H (-3.09, 1.29, -1.08)
H (-0.92, 1.18, -2.24)
H (-0.13, 0.77, -0.74)
S (1.92, -0.81, -0.62)
S (0.68, -0.74, 1.14)
H (2.18, -2.09, -0.45)
H (-0.31, -1.52, 0.68)

Computed, not measured: 2 unconnected molecules or ions with the total composition CH7N2Si at a distorted geometry, with ωB97M-V with the def2-TZVPD basis set.

The multiplicity is 1. The calculation puts the LUMO energy at -0.1731 hartree. Its HOMO energy is -14.11 eV. For the maximum force, the calculation gives 5.342 eV Å⁻¹. Its net charge is +1. The energy above the lowest of the compared OMol25 structures with the same formula, charge and spin is 2.827 eV. As for the molecular weight: 75.2 g/mol.

Geometry (Å):
C (0.43, 0.75, 0.50)
N (0.58, 1.55, 1.50)
N (-0.23, -0.32, 0.24)
Si (-0.03, -1.33, -1.22)
H (1.04, 1.12, -0.43)
H (1.08, 2.36, 1.39)
H (0.13, 1.27, 2.40)
H (-0.92, -0.71, 0.82)
H (-2.26, -1.51, -1.78)
H (0.96, -0.50, -1.99)
H (0.45, -2.45, -0.40)

Computed, not measured: a gas-phase ion, CH7N2Si (charge +1) at a distorted geometry, with ωB97M-V with the def2-TZVPD basis set.

The multiplicity is 1. The calculation puts the LUMO energy at -0.1317 hartree. Its HOMO energy is -15.45 eV. Its SMILES is [NH2+]=CN[SiH3]. For the maximum force, the calculation gives 2.990 eV Å⁻¹. Its net charge is +1. The energy above the lowest of the compared OMol25 structures with the same formula, charge and spin is 0.066 eV. As for the molecular weight: 75.2 g/mol.

Geometry (Å):
N (1.63, -0.64, -0.16)
C (1.19, 0.61, 0.04)
N (-0.08, 0.88, 0.18)
Si (-1.58, -0.21, 0.01)
H (2.67, -0.76, -0.21)
H (1.13, -1.44, -0.53)
H (1.98, 1.38, 0.17)
H (-0.18, 1.94, 0.37)
H (-2.57, 0.78, -0.56)
H (-1.04, -1.19, -0.89)
H (-1.54, -0.70, 1.49)

Computed, not measured: 2 unconnected molecules or ions with the total composition CH7N3 at a distorted geometry, with ωB97M-V with the def2-TZVPD basis set.

The multiplicity is 1. The calculation puts the LUMO energy at 0.0331 hartree. Its HOMO energy is -9.46 eV. Its SMILES is [H]/N=C/N.N. For the maximum force, the calculation gives 1.411 eV Å⁻¹. Its net charge is 0. The energy above the lowest of the compared OMol25 structures with the same formula, charge and spin is 0.672 eV. As for the molecular weight: 61.1 g/mol.

Geometry (Å):
H (-1.57, 1.90, 2.03)
N (-1.73, 1.71, 1.03)
C (-1.48, 0.47, 0.86)
N (-1.47, -0.12, -0.39)
H (-1.25, -0.19, 1.70)
H (-0.62, -0.35, -0.87)
H (-2.20, 0.04, -1.05)
N (2.38, -0.95, -1.01)
H (2.32, -1.45, -0.14)
H (2.31, 0.04, -0.78)
H (3.31, -1.10, -1.39)

Computed, not measured: a molecular structure, CH7N3O at a distorted geometry, with ωB97M-V with the def2-TZVPD basis set.

The multiplicity is 1. The calculation puts the LUMO energy at 0.0285 hartree. Its HOMO energy is -7.63 eV. For the maximum force, the calculation gives 3.072 eV Å⁻¹. Its net charge is 0. The energy above the lowest of the compared OMol25 structures with the same formula, charge and spin is 5.093 eV. As for the molecular weight: 77.1 g/mol.

Geometry (Å):
C (-0.07, 0.65, 0.19)
N (0.77, 0.77, -0.84)
N (-1.29, -1.57, 0.16)
N (0.43, 0.95, 1.40)
O (0.37, 0.25, -2.08)
H (-1.07, -0.33, 0.12)
H (1.78, 0.67, -0.76)
H (-0.41, 0.76, -2.34)
H (-0.82, -2.01, -0.63)
H (1.42, 0.93, 1.60)
H (-0.89, -1.98, 1.00)
H (-0.20, 0.90, 2.18)